i) {
  "formula": "C42H116N8O13",
  "method": "ωB97M-V/def2-TZVPD",
  "species": ["C", "C", "O", "H", "H", "H", "H", "H", "H", "C", "C", "O", "H", "H", "H", "H", "H", "H", "C", "C", "O", "H", "H", "H", "H", "H", "H", "C", "C", "O", "H", "H", "H", "H", "H", "H", "C", "O", "C", "C", "N", "C", "C", "O", "C", "H", "H", "H", "H", "H", "H", "H", "H", "H", "H", "H", "H", "H", "H", "H", "C", "C", "C", "O", "C", "N", "H", "H", "H", "H", "H", "H", "H", "H", "H", "H", "H", "C", "C", "C", "O", "C", "N", "H", "H", "H", "H", "H", "H", "H", "H", "H", "H", "H", "C", "C", "C", "O", "C", "N", "H", "H", "H", "H", "H", "H", "H", "H", "H", "H", "H", "C", "C", "C", "O", "C", "N", "H", "H", "H", "H", "H", "H", "H", "H", "H", "H", "H", "C", "C", "C", "O", "C", "N", "H", "H", "H", "H", "H", "H", "H", "H", "H", "H", "H", "C", "C", "C", "O", "C", "N", "H", "H", "H", "H", "H", "H", "H", "H", "H", "H", "H", "C", "C", "C", "O", "C", "N", "H", "H", "H", "H", "H", "H", "H", "H", "H", "H", "H"],
  "xyz": [[9.22, 16.67, 19.15], [10.63, 16.78, 18.61], [11.54, 17.21, 19.67], [8.48, 16.61, 18.36], [8.99, 17.49, 19.83], [9.10, 15.76, 19.75], [10.70, 17.51, 17.80], [10.97, 15.80, 18.27], [11.92, 18.05, 19.42], [11.40, 11.84, 26.14], [11.59, 10.40, 26.63], [12.17, 10.53, 27.95], [12.36, 12.35, 26.11], [10.76, 12.31, 26.89], [10.80, 11.89, 25.22], [12.16, 9.74, 25.97], [10.59, 9.94, 26.74], [12.27, 9.65, 28.34], [12.00, 15.24, 24.14], [11.51, 15.60, 22.78], [12.58, 16.18, 22.06], [12.81, 14.50, 24.12], [11.16, 14.79, 24.68], [12.34, 16.09, 24.74], [10.66, 16.31, 22.86], [11.10, 14.70, 22.29], [12.25, 16.44, 21.16], [8.34, 12.29, 23.09], [7.90, 13.74, 23.24], [8.49, 14.29, 24.44], [8.09, 11.70, 23.97], [9.43, 12.29, 23.12], [7.88, 11.85, 22.20], [6.80, 13.87, 23.23], [8.30, 14.29, 22.36], [8.42, 15.31, 24.38], [3.07, 9.80, 20.69], [4.40, 10.21, 20.75], [5.23, 9.21, 20.23], [6.66, 9.72, 20.24], [7.54, 8.83, 19.57], [7.66, 7.56, 20.28], [8.85, 6.78, 19.75], [9.93, 7.67, 19.69], [11.10, 7.07, 19.18], [2.45, 10.51, 21.21], [2.95, 8.81, 21.17], [2.77, 9.69, 19.64], [4.95, 9.04, 19.16], [5.10, 8.24, 20.72], [6.91, 9.90, 21.31], [6.66, 10.72, 19.80], [8.49, 9.22, 19.64], [6.76, 6.95, 20.16], [7.77, 7.66, 21.38], [8.64, 6.41, 18.73], [9.03, 5.92, 20.41], [10.88, 6.52, 18.26], [11.56, 6.42, 19.94], [11.85, 7.83, 18.95], [5.98, 5.35, 21.98], [5.44, 5.41, 23.41], [5.13, 6.85, 23.80], [6.33, 7.58, 23.86], [6.10, 8.94, 24.20], [4.21, 4.60, 23.41], [5.98, 4.33, 21.62], [7.00, 5.77, 21.95], [5.41, 6.00, 21.32], [6.18, 5.00, 24.09], [4.67, 6.89, 24.81], [4.40, 7.32, 23.12], [5.48, 9.03, 25.09], [5.58, 9.42, 23.35], [7.07, 9.43, 24.28], [3.73, 4.59, 24.31], [3.52, 4.90, 22.73], [13.69, 11.66, 21.47], [12.33, 11.08, 21.12], [11.93, 11.47, 19.72], [10.62, 11.01, 19.52], [10.08, 11.33, 18.31], [12.24, 9.59, 21.27], [14.40, 11.59, 20.65], [14.08, 11.18, 22.38], [13.64, 12.72, 21.76], [11.58, 11.52, 21.80], [12.65, 11.09, 18.96], [11.99, 12.57, 19.57], [10.71, 10.97, 17.48], [9.88, 12.40, 18.15], [9.10, 10.85, 18.22], [13.02, 9.07, 20.85], [11.45, 9.33, 20.67], [1.51, 16.31, 23.13], [2.34, 16.34, 24.40], [3.08, 15.02, 24.65], [2.21, 13.91, 24.55], [2.91, 12.71, 24.54], [3.36, 17.45, 24.29], [0.64, 15.67, 23.24], [2.07, 15.93, 22.26], [1.20, 17.34, 22.95], [1.67, 16.55, 25.24], [3.45, 15.05, 25.69], [3.93, 14.93, 23.96], [3.43, 12.52, 23.58], [2.24, 11.86, 24.70], [3.69, 12.67, 25.32], [3.83, 17.29, 23.39], [4.02, 17.27, 25.05], [6.42, 18.87, 24.38], [6.86, 17.51, 23.82], [6.87, 17.49, 22.35], [5.51, 17.52, 21.95], [5.39, 17.41, 20.54], [8.17, 17.11, 24.31], [5.37, 19.04, 24.15], [7.05, 19.64, 23.94], [6.48, 18.78, 25.46], [6.15, 16.75, 24.15], [7.37, 16.58, 21.99], [7.35, 18.39, 21.94], [4.34, 17.34, 20.26], [5.86, 16.49, 20.16], [5.80, 18.30, 20.03], [8.93, 17.70, 23.95], [8.19, 17.32, 25.32], [9.37, 9.11, 23.57], [10.20, 7.88, 23.98], [9.30, 6.93, 24.73], [8.94, 7.47, 25.98], [7.89, 6.75, 26.62], [10.78, 7.21, 22.78], [8.57, 8.88, 22.85], [10.00, 9.86, 23.08], [8.90, 9.63, 24.42], [10.97, 8.29, 24.63], [9.79, 5.95, 24.89], [8.42, 6.67, 24.11], [7.84, 7.06, 27.67], [8.00, 5.65, 26.55], [6.90, 6.99, 26.18], [11.52, 7.84, 22.47], [10.08, 7.23, 22.04], [7.39, 10.36, 27.26], [7.01, 11.70, 26.67], [5.61, 12.08, 26.95], [4.80, 11.04, 26.43], [3.49, 11.20, 26.74], [7.99, 12.78, 27.10], [7.09, 9.52, 26.62], [6.98, 10.18, 28.26], [8.47, 10.20, 27.35], [7.13, 11.60, 25.57], [5.40, 13.04, 26.44], [5.48, 12.21, 28.04], [3.26, 11.01, 27.80], [2.89, 10.49, 26.17], [3.11, 12.21, 26.49], [7.71, 13.65, 26.64], [8.84, 12.50, 26.63], [10.28, 15.82, 27.36], [9.23, 16.03, 28.48], [7.86, 16.45, 28.00], [7.88, 17.66, 27.23], [7.99, 18.83, 28.02], [9.11, 14.80, 29.29], [11.20, 15.43, 27.77], [10.41, 16.74, 26.76], [9.86, 15.13, 26.61], [9.59, 16.82, 29.15], [7.24, 16.58, 28.89], [7.45, 15.64, 27.39], [6.99, 19.08, 28.41], [8.41, 19.60, 27.40], [8.61, 18.65, 28.90], [10.05, 14.63, 29.64], [8.93, 13.98, 28.69]],
  "smiles": "COC[C@H](C)N.COC[C@H](C)N.COC[C@H](C)N.COC[C@H](C)N.COC[C@H](C)N.COC[C@H](C)N.COC[C@H](C)N.COCCNCCOC.CCO.CCO.CCO.CCO",
  "homo_energy_ev": -8.8,
  "orbital_gap_ev": 9.2
}

---

ii) {
  "formula": "C42H116N8O13",
  "method": "ωB97M-V/def2-TZVPD",
  "species": ["C", "C", "O", "H", "H", "H", "H", "H", "H", "C", "C", "O", "H", "H", "H", "H", "H", "H", "C", "C", "O", "H", "H", "H", "H", "H", "H", "C", "C", "O", "H", "H", "H", "H", "H", "H", "C", "O", "C", "C", "N", "C", "C", "O", "C", "H", "H", "H", "H", "H", "H", "H", "H", "H", "H", "H", "H", "H", "H", "H", "C", "C", "C", "O", "C", "N", "H", "H", "H", "H", "H", "H", "H", "H", "H", "H", "H", "C", "C", "C", "O", "C", "N", "H", "H", "H", "H", "H", "H", "H", "H", "H", "H", "H", "C", "C", "C", "O", "C", "N", "H", "H", "H", "H", "H", "H", "H", "H", "H", "H", "H", "C", "C", "C", "O", "C", "N", "H", "H", "H", "H", "H", "H", "H", "H", "H", "H", "H", "C", "C", "C", "O", "C", "N", "H", "H", "H", "H", "H", "H", "H", "H", "H", "H", "H", "C", "C", "C", "O", "C", "N", "H", "H", "H", "H", "H", "H", "H", "H", "H", "H", "H", "C", "C", "C", "O", "C", "N", "H", "H", "H", "H", "H", "H", "H", "H", "H", "H", "H"],
  "xyz": [[-3.91, -1.20, 4.38], [-4.45, -2.08, 3.29], [-4.67, -1.21, 2.20], [-4.71, -0.49, 4.73], [-3.08, -0.59, 4.01], [-3.51, -1.69, 5.32], [-5.44, -2.47, 3.55], [-3.82, -2.98, 3.10], [-4.08, -1.44, 1.47], [6.90, -0.49, -2.70], [5.63, 0.14, -2.18], [5.37, 0.11, -0.77], [6.99, -1.50, -2.33], [7.82, -0.12, -2.19], [6.81, -0.54, -3.81], [4.74, -0.39, -2.61], [5.51, 1.18, -2.43], [5.99, 0.75, -0.42], [-6.73, -2.24, -1.04], [-5.45, -2.54, -0.30], [-4.52, -1.45, -0.51], [-7.32, -3.11, -1.16], [-6.56, -1.91, -2.04], [-7.34, -1.46, -0.55], [-4.95, -3.36, -0.78], [-5.65, -2.68, 0.75], [-4.86, -0.77, 0.08], [1.58, 2.06, 3.65], [1.50, 3.42, 3.01], [0.15, 3.79, 2.76], [0.76, 1.91, 4.35], [2.58, 2.02, 4.03], [1.53, 1.29, 2.87], [2.14, 3.30, 2.08], [2.01, 4.13, 3.66], [0.15, 4.05, 1.84], [0.09, 7.10, -3.35], [0.96, 6.55, -2.42], [1.62, 5.58, -3.09], [2.66, 4.82, -2.21], [3.73, 5.63, -1.86], [4.56, 5.17, -0.81], [5.47, 4.06, -1.38], [6.62, 3.93, -0.62], [7.70, 3.24, -1.17], [-0.48, 7.93, -2.95], [-0.66, 6.45, -3.73], [0.68, 7.58, -4.19], [2.19, 5.99, -3.92], [0.91, 4.82, -3.47], [3.08, 4.08, -2.94], [2.17, 4.24, -1.39], [3.44, 6.62, -1.77], [4.01, 4.89, 0.07], [5.19, 6.03, -0.46], [5.72, 4.39, -2.41], [4.96, 3.08, -1.46], [8.05, 3.72, -2.04], [7.56, 2.16, -1.46], [8.53, 3.27, -0.43], [-2.58, 6.02, -0.66], [-1.67, 5.77, 0.50], [-2.37, 5.24, 1.77], [-3.66, 5.92, 1.95], [-4.13, 5.96, 3.30], [-0.49, 4.86, 0.21], [-3.19, 5.16, -0.96], [-2.01, 6.26, -1.60], [-3.22, 6.93, -0.48], [-1.32, 6.77, 0.78], [-1.75, 5.46, 2.60], [-2.45, 4.16, 1.54], [-4.98, 6.60, 3.33], [-3.37, 6.31, 4.06], [-4.35, 5.00, 3.66], [-0.83, 3.96, -0.15], [0.16, 5.32, -0.45], [-2.94, 2.02, -3.62], [-4.22, 1.28, -3.80], [-5.26, 1.85, -2.79], [-6.55, 1.27, -2.89], [-7.33, 1.75, -1.77], [-4.72, 1.10, -5.15], [-2.62, 2.16, -2.59], [-3.12, 3.12, -3.90], [-2.13, 1.66, -4.15], [-4.03, 0.22, -3.42], [-5.44, 2.93, -2.89], [-4.86, 1.85, -1.75], [-6.80, 1.62, -0.80], [-8.35, 1.28, -1.88], [-7.48, 2.85, -1.91], [-5.72, 0.84, -5.11], [-4.67, 1.90, -5.75], [-1.06, -4.22, 6.21], [-1.82, -4.67, 4.93], [-1.29, -3.99, 3.68], [-1.99, -4.48, 2.56], [-1.56, -3.75, 1.31], [-1.67, -6.17, 4.92], [-0.12, -4.86, 6.21], [-1.73, -4.56, 7.02], [-0.70, -3.19, 6.19], [-2.86, -4.35, 5.01], [-0.27, -4.29, 3.55], [-1.29, -2.91, 3.73], [-0.64, -4.16, 0.85], [-1.53, -2.72, 1.59], [-2.48, -3.97, 0.64], [-0.67, -6.28, 4.96], [-2.09, -6.44, 4.07], [-0.78, -2.67, -2.22], [-1.10, -2.21, -3.70], [-0.19, -2.70, -4.81], [1.14, -2.20, -4.71], [1.65, -1.79, -5.91], [-2.38, -2.79, -4.09], [-0.86, -3.75, -2.20], [-1.40, -2.30, -1.47], [0.22, -2.40, -1.95], [-1.13, -1.10, -3.68], [-0.69, -2.40, -5.77], [-0.15, -3.81, -4.87], [1.56, -2.46, -6.83], [2.73, -1.61, -5.80], [1.21, -0.83, -6.24], [-2.83, -2.43, -5.00], [-3.09, -2.87, -3.40], [3.38, -4.10, 6.24], [3.00, -4.51, 4.82], [2.87, -3.30, 3.86], [1.66, -2.74, 4.13], [1.38, -1.72, 3.20], [4.06, -5.44, 4.28], [2.68, -3.35, 6.63], [4.34, -3.69, 6.26], [3.45, -5.01, 6.84], [2.03, -5.08, 4.77], [2.89, -3.62, 2.79], [3.71, -2.59, 3.84], [2.16, -1.00, 3.09], [0.56, -1.17, 3.51], [1.24, -2.10, 2.14], [4.97, -4.98, 4.41], [4.15, -6.33, 4.72], [2.74, -4.49, -2.63], [2.76, -3.45, -1.53], [2.72, -4.09, -0.13], [1.51, -4.78, 0.07], [1.68, -5.85, 1.05], [3.88, -2.57, -1.63], [3.72, -5.02, -2.66], [2.50, -3.98, -3.58], [1.99, -5.22, -2.34], [1.81, -2.90, -1.42], [2.77, -3.27, 0.58], [3.61, -4.70, -0.07], [2.09, -6.72, 0.56], [0.73, -6.08, 1.47], [2.20, -5.49, 1.99], [3.90, -1.81, -0.95], [4.73, -3.13, -1.47], [0.78, 0.84, -2.12], [1.01, 0.95, -0.63], [-0.22, 0.72, 0.28], [-1.39, 1.35, -0.30], [-2.59, 0.84, 0.20], [2.02, 0.02, -0.05], [0.27, -0.10, -2.41], [1.70, 0.95, -2.69], [0.05, 1.60, -2.43], [1.41, 1.99, -0.49], [0.07, 1.13, 1.23], [-0.45, -0.34, 0.44], [-2.59, -0.29, 0.32], [-3.33, 1.19, -0.50], [-2.83, 1.29, 1.19], [1.71, -0.91, -0.25], [2.92, 0.14, -0.48]],
  "smiles": "COC[C@H](C)N.COC[C@H](C)N.COC[C@H](C)N.COC[C@H](C)N.COC[C@H](C)N.COC[C@H](C)N.COC[C@H](C)N.COCCNCCOC.CCO.CCO.CCO.CCO",
  "homo_energy_ev": -8.8,
  "orbital_gap_ev": 9.5
}

---

Verdict on stability: i) comes out on top.

---

i) {
  "formula": "C12H13N2O",
  "method": "ωB97M-V/def2-TZVPD",
  "species": ["C", "C", "C", "C", "C", "C", "C", "C", "C", "C", "C", "C", "N", "N", "O", "H", "H", "H", "H", "H", "H", "H", "H", "H", "H", "H", "H", "H"],
  "xyz": [[-3.49, -1.07, -0.69], [-3.30, -0.78, 0.65], [-2.56, -0.67, -1.63], [3.66, 0.16, -0.23], [3.57, -1.22, -0.35], [-2.11, -0.08, 1.01], [-1.44, 0.08, -1.25], [2.53, 0.87, 0.15], [2.43, -1.88, -0.10], [-1.18, 0.36, 0.08], [1.31, 0.24, 0.33], [0.02, 1.06, 0.56], [1.31, -1.14, 0.32], [0.41, 2.35, -0.03], [-0.13, 1.36, 2.04], [-4.34, -1.71, -1.05], [-4.01, -1.15, 1.34], [-2.76, -0.64, -2.68], [4.59, 0.70, -0.44], [4.44, -1.77, -0.57], [-2.04, 0.13, 2.02], [-0.63, 0.36, -1.90], [2.56, 2.03, 0.15], [2.42, -2.94, -0.09], [-0.08, 2.51, -0.99], [-0.11, 2.95, 0.52], [0.43, -1.63, 0.32], [0.80, 1.61, 2.37]],
  "smiles": "N[C@@](O)(c1ccccc1)c1cccc[nH+]1",
  "homo_energy_ev": -12.6,
  "charge": 1,
  "orbital_gap_ev": 7.9
}

---

ii) {
  "formula": "C12H13N2O",
  "method": "ωB97M-V/def2-TZVPD",
  "species": ["C", "C", "C", "C", "C", "C", "C", "C", "C", "C", "C", "C", "N", "N", "O", "H", "H", "H", "H", "H", "H", "H", "H", "H", "H", "H", "H", "H"],
  "xyz": [[-0.04, -2.71, -1.27], [0.09, -1.57, -0.95], [-3.69, 1.35, -1.96], [-2.64, 1.47, -2.83], [-3.55, 0.92, -0.68], [-1.32, 1.26, -2.35], [-2.29, 0.64, -0.23], [-1.18, 0.82, -1.01], [1.54, 0.05, 1.30], [3.15, -0.82, 2.66], [3.36, -1.30, 1.26], [0.14, 0.55, -0.51], [1.93, -0.02, 2.55], [0.41, 0.59, 0.88], [2.47, -0.51, 0.49], [-0.59, -3.62, -1.49], [-4.77, 1.45, -2.25], [-2.79, 1.70, -3.92], [-4.43, 0.62, -0.06], [-0.25, 1.40, -2.78], [-2.26, 0.38, 0.80], [3.15, -1.59, 3.49], [3.95, -0.08, 3.07], [4.31, -1.00, 0.80], [3.13, -2.39, 1.11], [0.87, 1.08, -1.12], [1.53, 0.49, 3.26], [-0.23, 0.84, 1.72]],
  "homo_energy_ev": -12.3,
  "charge": 1,
  "orbital_gap_ev": 8.4
}

---

Verdict on stability: i) comes out on top.

---

i) {
  "formula": "H5NO2P2",
  "method": "ωB97M-V/def2-TZVPD",
  "species": ["N", "O", "O", "P", "P", "H", "H", "H", "H", "H"],
  "xyz": [[0.54, 0.62, 0.55], [0.67, -2.34, 0.23], [-1.24, -1.24, -0.60], [-0.21, 2.08, 0.28], [0.31, -1.13, -0.77], [0.21, 0.37, 1.45], [1.57, -2.51, 0.47], [-1.59, -0.49, -0.04], [-1.04, 1.85, -0.92], [0.77, 2.78, -0.65]],
  "smiles": "OP(O)NP",
  "homo_energy_ev": -8.7,
  "orbital_gap_ev": 9.2
}

---

ii) {
  "formula": "H5NO2P2",
  "method": "ωB97M-V/def2-TZVPD",
  "species": ["N", "O", "O", "P", "P", "H", "H", "H", "H", "H"],
  "xyz": [[-0.91, -0.27, -1.24], [0.94, 0.40, 1.16], [1.87, -1.66, 0.23], [-1.07, 0.71, -0.06], [2.22, -0.21, 0.83], [-1.89, -0.54, -1.54], [-0.18, 1.76, 0.05], [2.44, -1.89, -0.49], [-1.13, 0.28, 1.20], [-2.29, 1.43, -0.14]],
  "smiles": "N=[PH3].O=PO",
  "homo_energy_ev": -8.5,
  "orbital_gap_ev": 7.8
}

---

Verdict on stability: i) comes out on top.

---

i) {
  "formula": "CHN5O",
  "method": "ωB97M-V/def2-TZVPD",
  "species": ["C", "N", "N", "N", "N", "N", "O", "H"],
  "xyz": [[-0.09, 0.02, -0.07], [-0.59, 0.82, 1.84], [-1.09, 0.59, 0.61], [1.07, -0.16, 0.79], [0.64, 0.40, 1.94], [-0.14, -0.64, -1.28], [1.06, -0.72, -2.02], [-0.85, -0.32, -1.82]],
  "homo_energy_ev": 2.5,
  "charge": -2,
  "orbital_gap_ev": 5.9
}

---

ii) {
  "formula": "CHN5O",
  "method": "ωB97M-V/def2-TZVPD",
  "species": ["C", "N", "N", "N", "N", "N", "O", "H"],
  "xyz": [[-0.68, 0.43, 0.04], [-1.16, 1.50, 0.72], [-1.62, -0.49, -0.14], [-2.44, 1.08, 1.02], [-2.74, -0.05, 0.40], [2.35, -1.10, -0.94], [3.54, -0.78, -0.60], [0.36, 0.12, -0.17]],
  "homo_energy_ev": [2.4, 2.4],
  "charge": -2,
  "orbital_gap_ev": [5.7, 5.7]
}

---

Verdict on stability: ii) comes out on top.

---

i) {
  "formula": "C6H10O2S",
  "method": "ωB97M-V/def2-TZVPD",
  "species": ["C", "C", "C", "C", "C", "C", "O", "O", "S", "H", "H", "H", "H", "H", "H", "H", "H", "H", "H"],
  "xyz": [[1.21, 0.26, 0.34], [0.40, 1.25, 1.00], [-0.83, 1.40, 0.02], [-1.53, 0.07, -0.33], [-0.45, -0.88, -1.06], [0.59, -1.27, -0.01], [3.46, -0.51, -0.66], [0.06, -1.84, 1.21], [2.78, 0.65, 0.01], [0.12, 0.96, 1.97], [0.81, 2.33, 1.09], [-1.57, 2.12, 0.45], [-0.31, 1.92, -0.75], [-1.86, -0.54, 0.61], [-2.40, 0.13, -1.00], [-0.94, -1.81, -1.53], [-0.09, -0.29, -1.95], [1.41, -1.99, -0.49], [-0.86, -1.98, 1.07]],
  "homo_energy_ev": [-8.8, -8.8],
  "orbital_gap_ev": [8.9, 8.9]
}

---

ii) {
  "formula": "C6H10O2S",
  "method": "ωB97M-V/def2-TZVPD",
  "species": ["C", "C", "C", "C", "C", "C", "O", "O", "S", "H", "H", "H", "H", "H", "H", "H", "H", "H", "H"],
  "xyz": [[1.85, -3.07, -1.99], [2.16, -1.91, -2.11], [-1.87, 2.53, 3.37], [-2.92, 1.97, 3.89], [1.40, 0.42, -2.43], [2.56, -0.58, -2.31], [-1.95, -2.56, 1.37], [-0.93, -0.98, -0.18], [-1.98, -1.95, 0.11], [1.58, -4.00, -1.81], [-1.03, 1.92, 3.02], [-1.90, 3.50, 2.91], [-2.85, 0.90, 4.27], [-3.73, 2.47, 4.38], [1.81, 1.37, -2.69], [0.68, 0.41, -1.58], [0.81, 0.26, -3.41], [3.16, -0.28, -1.54], [3.14, -0.43, -3.24]],
  "homo_energy_ev": -9.8,
  "orbital_gap_ev": 8.8
}

---

Verdict on stability: i) comes out on top.